{
  "formula": "C4H7NO3",
  "method": "the ωB97M-V functional and the def2-TZVPD basis",
  "symbols": ["O", "C", "N", "C", "O", "C", "C", "O", "H", "H", "H", "H", "H", "H", "H"],
  "xyz": [[-0.92768, -1.42993, 0.36262], [-1.52326, -1.23555, -0.75821], [-1.22910, -0.08081, -1.45911], [-0.27854, 0.83642, -1.03064], [-0.00326, 1.82625, -1.72735], [0.35806, 1.09207, 0.51698], [1.44554, 0.06981, 0.91575], [1.08909, -0.76931, 1.95602], [-2.08411, -2.00165, -1.22121], [-1.97017, 0.02568, -2.24635], [0.90035, 2.20027, 0.47850], [-0.38040, 0.97438, 1.30919], [1.76372, -0.61283, 0.00844], [2.39634, 0.73995, 1.06828], [0.44343, -1.63474, 1.82707]],
  "forces_ev_per_angstrom": [[-2.9, 0.0, -4.1], [4.8, 1.0, 5.0], [-3.0, -2.2, -1.1], [1.3, 5.6, 1.4], [-0.8, -2.6, 0.1], [0.9, 0.3, -1.8], [1.5, -0.7, -3.1], [-1.3, -2.6, 1.8], [-1.1, -0.6, -0.6], [2.6, 0.8, 1.4], [-2.1, -2.9, -0.2], [-0.3, 0.5, -0.3], [-0.6, 1.4, 1.3], [-1.5, -1.8, 0.8], [2.5, 4.0, -0.6]],
  "homo_energy_ev": -9.61,
  "smiles": "O=CNC(=O)CCO",
  "total_energy_ev": -11891.56688
}